(1)
DFT (wB97M-V/def2-TZVPD) results for a molecular structure, C39H30N8O3Ta.

Each line ends with the Mulliken charge.
Positions of all 81 atoms, in Å:
C: -2.20 2.51 1.55  -0.019
C: -2.90 3.14 -3.30  -0.898
C: 2.85 -3.72 2.25  -0.541
C: 1.76 3.15 1.06  1.219
H: 5.31 -5.53 0.82  0.437
N: -0.82 2.92 -1.41  -1.685
H: 2.22 -3.70 3.13  0.478
H: 2.71 5.05 1.27  0.542
N: 0.88 0.21 -1.66  1.157
C: -0.42 -3.44 -3.26  -1.130
N: -0.78 -1.45 -0.14  1.015
C: 1.74 -1.67 1.46  0.341
C: -1.69 -3.86 -1.17  -0.885
C: 0.39 -2.64 -3.99  -1.100
H: 0.80 4.54 -0.40  0.524
O: 1.63 -0.74 0.51  -0.632
H: 0.70 -2.93 -4.98  0.520
C: -3.10 2.61 3.76  -0.610
C: 2.53 1.40 2.36  -0.082
C: 0.85 -1.39 -3.46  1.504
H: -3.76 3.05 4.49  0.478
C: 2.11 0.64 -3.66  -1.224
H: 4.28 4.21 3.03  0.480
C: 3.53 -2.74 0.14  -0.022
C: -2.08 -3.44 0.08  -1.274
C: -3.58 0.86 -2.78  0.789
C: 1.68 0.98 -2.37  -0.385
C: 3.55 3.55 2.59  -0.354
C: 4.46 -3.75 -0.02  -1.066
C: -3.06 3.09 2.46  -1.196
O: -1.49 0.83 -0.82  -0.340
H: 3.43 -1.96 -0.60  0.509
H: 2.76 1.31 -4.20  0.507
H: -2.81 -0.24 -1.45  0.258
C: 3.78 -4.73 2.08  -0.861
H: -1.88 -1.87 1.54  0.436
H: -2.24 3.97 -3.12  0.459
C: -0.57 -0.15 3.40  0.935
H: -2.05 -4.80 -1.57  0.545
H: -2.28 1.14 5.09  0.547
N: 1.67 1.84 1.43  -0.023
H: 2.00 1.92 -1.93  0.439
C: 0.46 -0.99 -2.18  -0.282
H: 2.00 -0.83 -5.20  0.555
C: 0.84 3.54 0.01  -0.732
H: -5.51 2.19 -5.20  0.436
H: -1.53 -1.09 5.05  0.453
N: 0.12 -0.51 2.38  0.843
H: 2.46 0.36 2.65  0.567
C: 4.58 -4.74 0.95  -0.467
H: -3.69 3.91 2.14  0.531
N: 0.97 -1.59 2.50  -1.565
C: -0.39 -1.84 -1.40  -0.322
C: 1.69 -0.54 -4.20  -0.836
C: -1.44 1.01 3.14  1.145
H: -4.02 4.13 -4.81  0.469
H: 3.88 -5.50 2.83  0.466
C: 3.47 2.22 2.96  -1.189
C: -2.72 1.96 -2.54  -0.015
O: -3.49 -0.32 -2.12  -0.680
C: -4.73 2.13 -4.46  -0.384
Ta: 0.09 0.54 0.41  2.573
H: -0.14 -0.10 5.47  0.409
C: -1.65 1.92 -1.59  1.032
H: -5.23 0.11 -3.90  0.520
C: 2.72 -2.72 1.28  0.404
C: -1.59 -2.23 0.56  -0.243
H: 4.13 1.80 3.71  0.519
H: 0.11 -1.68 4.71  0.388
H: -2.74 -4.03 0.69  0.527
C: -4.58 0.96 -3.74  -0.727
C: -0.83 -3.05 -1.94  1.432
C: -0.53 -0.81 4.73  -2.046
N: -1.38 1.49 1.86  -0.057
C: 2.68 4.02 1.61  -1.043
H: -2.17 2.89 0.54  0.586
C: -3.89 3.23 -4.24  -0.883
N: 0.06 2.62 -0.43  0.912
H: -0.77 -4.38 -3.66  0.518
H: 5.09 -3.77 -0.90  0.463
C: -2.27 1.55 4.09  -1.071

Output
LUMO level (eV): -10.40
Total charge: +3
Spin multiplicity: 1
Kohn-Sham gap (eV): 5.1
Highest occupied orbital energy (eV): -15.490
Relative energy (zero: lowest compared OMol25 entry of this formula, charge and spin) (kJ/mol): 0.0
E (eV): -60526.450


(2)
DFT (wB97M-V/def2-TZVPD) results for a molecular structure, C40H30F5N6PSeV in a non-equilibrium geometry.

Each line ends with the Mulliken charge.
Positions of all 84 atoms, in Å:
N: -0.81 1.39 2.70  0.341
F: 4.38 -0.25 3.50  -0.319
C: -4.18 -0.03 -2.49  -0.312
H: -0.13 -1.86 3.28  0.172
C: -3.12 -2.39 -2.56  -1.293
H: -1.64 4.93 5.23  0.395
C: -0.98 -2.06 -1.44  0.221
F: 7.68 -3.00 1.56  -0.321
H: 1.21 4.29 -5.40  0.393
C: -5.45 -1.24 -0.78  -0.684
H: 3.45 -3.41 -2.94  0.417
C: 2.04 -0.65 -1.60  0.778
H: 0.35 4.87 -3.16  0.447
C: -3.14 -1.00 -3.12  -0.136
C: -5.43 -0.63 -1.97  -1.217
C: -1.04 -0.40 4.36  -0.964
C: 6.39 -2.65 1.69  0.637
C: 4.49 -1.92 -1.82  -0.474
C: -0.84 -0.80 -1.93  -0.285
C: -0.87 2.77 2.68  -0.215
F: 5.72 -4.37 0.21  -0.377
C: 0.38 2.84 -2.48  -0.316
H: 1.65 1.94 -6.00  0.414
C: -2.14 -2.84 -1.76  -0.810
F: 3.13 -3.63 0.47  -0.421
F: 6.99 -0.93 3.21  -0.325
H: -3.94 -3.03 -2.85  0.335
C: 5.40 -3.33 1.00  0.008
H: -1.57 2.06 5.72  0.200
H: 5.44 -2.41 -1.91  0.469
C: -3.17 -0.35 -0.23  -1.651
C: 0.56 3.84 -3.41  -0.658
H: -2.81 -2.10 3.64  0.408
C: 2.14 -1.84 -2.31  -0.109
H: -0.31 3.29 0.69  0.286
C: 3.16 -0.10 -0.99  -0.674
C: 4.07 -2.95 1.13  0.636
V: -0.40 0.09 1.33  0.762
H: 1.27 -2.25 -2.79  0.467
C: 4.39 -0.73 -1.11  -0.590
H: 1.32 0.16 -4.31  0.457
N: -0.93 -1.25 3.18  -0.080
C: -2.79 -1.38 1.63  -0.006
H: -1.80 -3.01 2.50  0.418
C: 3.37 -2.48 -2.41  -1.089
H: -1.21 6.52 3.39  0.390
C: 0.66 1.52 -2.79  0.125
H: 3.05 0.82 -0.43  0.357
C: 3.69 -1.88 1.94  -0.478
C: 1.29 2.19 -5.00  -0.753
P: 0.49 0.31 -1.44  1.040
N: -2.27 -0.49 0.80  0.882
H: -0.55 5.74 1.17  0.444
H: -2.99 1.50 -1.28  0.661
H: 5.27 -0.31 -0.65  0.478
C: 1.03 3.51 -4.68  -0.510
N: -4.01 -1.80 1.20  -0.132
C: -0.74 5.01 1.94  -0.624
H: -0.18 -2.53 -0.88  0.755
H: 0.02 3.05 -1.48  0.260
H: -3.19 -1.06 -4.22  0.539
H: -4.40 0.77 -3.20  0.716
C: -3.07 0.43 -1.49  -0.439
C: 1.11 1.19 -4.06  -0.488
C: -4.26 -1.16 0.02  1.747
C: -2.10 -2.00 2.80  -1.360
N: 0.16 1.04 -0.10  -0.083
C: -1.36 4.58 4.25  -1.160
H: -6.30 -0.63 -2.62  0.389
C: -1.10 1.02 3.93  0.047
C: 4.71 -1.23 2.65  0.514
C: -0.61 3.67 1.65  -0.053
H: -2.17 -3.86 -1.40  0.482
Se: 1.90 -1.40 2.13  -0.384
C: 6.04 -1.59 2.53  0.128
H: -4.56 -2.54 1.59  0.266
H: -1.73 0.68 -3.20  0.962
H: -6.32 -1.74 -0.38  0.453
C: -1.12 5.46 3.21  -0.380
H: -1.92 -0.66 4.98  0.334
C: -1.22 3.23 3.97  0.527
H: -0.14 -0.53 4.99  0.361
C: -2.03 -0.12 -2.51  -1.277
N: -1.36 2.09 4.74  -0.068

Output
⟨S²⟩: 0.852
LUMO level (spin up / spin down) (eV): 0.09 / 0.08
Spin multiplicity: 2
Kohn-Sham gap (spin up / spin down) (eV): 5.7 / 4.6
Highest occupied orbital energy (spin up / spin down) (eV): -5.649 / -4.525
Relative energy (zero: lowest compared OMol25 entry of this formula, charge and spin) (kJ/mol): 51.4
E (eV): -164815.938


(3)
DFT (wB97M-V/def2-TZVPD) results for 8 unconnected molecules or ions with the total composition C35H68N5O22 in a non-equilibrium geometry.

Each line ends with the Mulliken charge.
Positions of all 130 atoms, in Å:
O: 0.31 -1.72 6.32  -0.327
C: -6.87 1.87 4.33  0.743
C: -0.20 -3.33 0.40  -0.600
C: -3.00 -2.40 3.80  -0.733
N: -4.21 0.33 1.08  -0.189
H: -7.90 -2.69 1.69  0.282
H: -5.94 -9.34 -0.20  0.355
H: 3.67 3.40 -6.87  0.310
H: 1.67 4.12 -5.50  0.369
H: -5.86 3.58 1.76  0.252
C: -6.39 5.26 -2.54  -1.065
H: 0.08 -4.48 0.59  0.388
O: -7.85 -4.72 1.41  -0.363
C: -5.11 -0.67 0.71  0.680
H: -2.39 -2.04 2.96  0.048
H: -3.19 1.38 -1.43  0.330
O: -5.72 -1.64 -0.02  -0.524
H: -5.25 5.02 -4.38  0.303
O: 6.57 2.92 1.02  -0.347
H: -7.95 -3.19 -0.01  0.337
C: 6.12 1.70 0.61  0.721
H: -5.51 -7.63 -0.11  0.292
H: -3.20 -1.64 -1.08  0.282
H: -3.24 -1.52 4.41  0.385
H: -2.82 -3.78 5.47  0.365
O: -1.95 -1.81 6.75  -0.556
O: 10.99 1.29 -4.64  -0.349
N: -2.57 -0.97 -0.57  0.063
H: 11.23 1.53 -2.01  0.356
H: -6.25 5.68 -1.54  0.274
C: 5.68 3.65 1.87  -0.126
H: 1.50 1.33 0.66  0.256
C: 0.43 -0.80 7.40  -0.630
H: 11.94 -2.13 -6.97  0.224
C: 3.78 3.84 -5.87  -0.191
H: 11.19 -2.51 -5.40  0.278
C: -8.15 1.06 6.14  -0.145
C: -1.37 0.80 0.84  -0.292
H: -2.06 -4.32 3.97  0.325
H: 10.42 3.07 -3.83  0.339
H: 2.31 2.57 -4.91  0.294
H: -2.40 1.45 -3.05  0.349
C: -7.57 -5.69 0.51  0.750
C: 6.48 0.26 -4.53  -0.354
H: 7.52 -0.50 -1.31  0.085
H: 6.52 -0.18 -5.54  0.342
H: -3.93 -2.81 3.41  0.315
H: 4.65 3.62 1.49  0.250
N: -0.27 0.15 -0.01  0.723
C: -5.14 5.47 -3.39  -0.165
C: 10.19 1.53 -2.36  -0.938
H: -7.51 0.84 8.20  0.357
O: -3.99 4.95 -2.71  -0.370
O: -6.00 1.03 4.49  -0.557
C: 5.77 3.16 3.30  -1.110
H: -6.42 -3.30 0.93  0.225
H: 2.53 -0.63 1.31  0.277
C: -6.13 -8.41 0.34  -1.070
H: 9.07 1.99 -4.17  0.134
H: -1.39 -2.24 -2.40  0.383
C: -1.07 -0.87 -0.79  -0.452
H: -7.88 0.05 5.82  0.270
O: 5.03 1.21 0.89  -0.586
C: -5.70 2.87 2.57  0.036
O: -2.70 3.28 -2.09  -0.363
O: 7.08 1.13 -0.15  -0.216
O: 9.45 -0.42 -4.77  -0.577
C: -0.97 -2.13 6.09  0.758
O: -7.88 -6.89 1.07  -0.361
H: -6.26 1.48 7.12  0.292
H: -6.61 4.20 -2.42  0.294
H: 2.89 -0.79 -0.31  0.190
O: -8.00 2.00 5.07  -0.358
C: 10.53 0.08 -5.05  0.740
C: 0.18 -3.03 -1.17  -0.395
H: 7.46 0.11 -4.07  -0.086
H: -5.81 -8.52 1.38  0.291
H: -1.21 1.66 1.63  0.382
C: 1.22 0.41 -0.04  -0.629
O: 4.39 1.20 -5.89  -0.567
H: 5.17 3.78 3.96  0.373
H: -0.02 -1.19 8.31  0.294
C: -2.44 1.88 -2.05  -0.414
H: 1.50 0.62 -1.18  0.318
H: 5.41 2.12 3.38  0.286
H: 6.00 4.70 1.83  0.306
H: -7.25 5.74 -3.01  0.366
H: -4.85 3.20 3.16  0.277
C: -7.60 -8.04 0.27  -0.167
O: -4.53 2.83 -3.40  -0.562
C: -7.33 1.50 7.35  -1.077
N: 2.08 -0.78 0.38  -0.391
H: 6.81 3.16 3.65  0.314
H: 5.73 -0.25 -3.92  0.268
H: 2.67 4.05 -4.03  0.286
C: 2.53 3.64 -5.03  -1.081
O: 4.93 3.32 -5.20  -0.348
H: 1.32 -2.77 -1.23  0.131
H: -9.21 1.05 6.41  0.299
O: 6.22 1.66 -4.58  -0.186
C: 10.10 2.03 -3.79  -0.053
H: -4.97 6.54 -3.53  0.306
H: -7.93 -7.88 -0.77  0.297
H: -1.46 1.74 -1.58  0.171
H: -0.09 -4.00 -1.80  0.416
C: -7.50 -3.41 0.97  -0.548
O: -0.96 -2.94 5.00  -0.348
C: -3.81 3.61 -2.80  0.690
O: -7.10 -5.52 -0.61  -0.570
H: 6.77 -0.88 0.25  0.332
N: -0.58 -1.88 -1.80  -0.244
O: 11.50 -0.50 -5.81  -0.331
H: -0.01 0.16 7.13  0.289
H: -5.51 1.88 2.13  -0.205
H: 9.59 2.15 -1.69  0.312
H: 5.79 -0.21 -1.10  0.168
H: 9.83 0.50 -2.28  0.171
H: -1.33 -3.23 0.67  0.110
C: 5.11 1.98 -5.29  0.668
C: -2.24 -3.44 4.60  -0.414
H: 0.46 -2.73 1.18  0.168
H: -7.57 2.53 7.63  0.297
H: 3.95 4.91 -6.02  0.303
O: -6.87 2.85 3.38  -0.334
C: 6.76 -0.19 -0.59  -0.471
C: 11.18 -1.82 -6.25  -0.609
H: -8.20 -8.86 0.67  0.294
H: 1.50 -0.65 7.59  0.226
C: -2.84 0.07 0.49  -0.377
H: 10.21 -1.84 -6.76  0.287

Output
LUMO level (eV): -4.81
Total charge: +1
Spin multiplicity: 1
Kohn-Sham gap (eV): 7.2
Highest occupied orbital energy (eV): -12.050
E (eV): -89878.826


(4)
DFT (wB97M-V/def2-TZVPD) results for 2 unconnected molecules or ions with the total composition C3H8P2 in a non-equilibrium geometry.

Each line ends with the Mulliken charge.
Positions of all 13 atoms, in Å:
H: 1.05 0.62 -1.98  0.340
P: 1.22 2.10 1.29  -0.061
H: 1.39 -2.30 -1.09  0.211
H: -1.77 -0.04 2.83  0.288
H: 2.10 0.05 -0.71  0.304
C: -0.74 0.48 2.72  -0.908
C: 0.93 -1.49 -1.68  -0.413
H: -0.69 1.53 3.15  0.281
H: 1.76 1.81 0.08  -0.035
H: -0.08 -0.25 3.17  0.299
H: 0.08 -1.92 -2.32  0.228
P: -0.24 0.71 0.96  0.174
C: 1.31 -0.23 -1.43  -0.706

Output
LUMO level (eV): -0.70
Spin multiplicity: 1
Kohn-Sham gap (eV): 7.9
Highest occupied orbital energy (eV): -8.633
Relative energy (zero: lowest compared OMol25 entry of this formula, charge and spin) (kJ/mol): 135.3
E (eV): -21815.363